Density functional theory data (ωB97M-V/def2-TZVPD) for a structure of composition CNa6O3 at a distorted geometry.

Geometry as XYZ:
```
10
Properties=species:S:1:pos:R:3:lowdin_charge:R:1
Na -3.87778 -3.12301 -0.94972 0.9160
Na -4.56007 2.66565 0.01230 0.8070
Na 0.55348 4.10390 2.58356 0.7890
Na 4.48680 -0.97182 2.73480 0.9417
Na 1.14175 3.59986 -4.01415 0.9447
Na -0.25561 -4.81165 3.61994 0.9486
C 0.64964 -0.40350 -1.09724 -1.1524
O 0.61972 -1.39377 -0.35500 -0.0749
O 1.56285 0.38402 -0.79429 -0.0672
O -0.32077 -0.04968 -1.74020 -0.0525
```

Summary:
* lowest unoccupied orbital energy: -10.71 eV
* total charge: +4
* electronic energy: -1236.23709 a.u.


Density functional theory data (ωB97M-V/def2-TZVPD) for the molecule CO2 at a distorted geometry.

Geometry as XYZ:
```
3
Properties=species:S:1:pos:R:3:lowdin_charge:R:1
C -0.03219 -0.03298 0.01815 -0.4564
O -0.35067 0.92616 0.56069 0.2155
O 0.38287 -0.89318 -0.57885 0.2409
```

Summary:
* lowest unoccupied orbital energy: 0.52 eV
* electronic energy: -188.62020 a.u.
* SMILES string: O=C=O


Density functional theory data (ωB97M-V/def2-TZVPD) for the molecule CO4 at a distorted geometry.

Geometry as XYZ:
```
5
Properties=species:S:1:pos:R:3:lowdin_charge:R:1
C 0.59868 -0.05292 -0.00124 -0.3931
O 1.74136 0.10370 0.00192 0.2518
O -0.60306 1.05052 -0.00184 0.0232
O -0.32389 -0.98966 -0.00206 0.1302
O -1.41307 -0.11164 0.00321 -0.0121
```

Summary:
* lowest unoccupied orbital energy: 0.53 eV
* electronic energy: -338.85438 a.u.
* SMILES string: O=c1ooo1


Density functional theory data (ωB97M-V/def2-TZVPD) for a cluster of 2 separate species, CO4S in total at a distorted geometry.

Geometry as XYZ:
```
6
Properties=species:S:1:pos:R:3:lowdin_charge:R:1
C -0.99921 0.33607 0.09018 -0.5491
O 0.90126 -0.33340 -0.82734 -0.4099
O -0.68646 0.96205 1.00280 0.1867
O 1.06631 -1.59527 1.19365 -0.3767
O -1.54228 -0.32068 -0.66766 0.2121
S 1.72185 -0.76792 0.25526 0.9369
```

Summary:
* lowest unoccupied orbital energy: -1.55 eV
* electronic energy: -737.26364 a.u.


Density functional theory data (ωB97M-V/def2-TZVPD) for a cluster of 2 separate species, CO5S in total at a distorted geometry.

Geometry as XYZ:
```
7
Properties=species:S:1:pos:R:3:lowdin_charge:R:1
C -0.97966 0.62844 1.23604 -0.5992
O -1.46895 -0.28384 1.82999 0.0185
O 1.99929 -0.31639 -0.31139 -0.6064
O -0.72786 1.78618 1.32358 0.0236
O 0.18911 -1.87064 -1.13396 -0.6466
O 0.43245 0.42435 -2.15086 -0.6449
S 0.55562 -0.36809 -0.79340 0.4551
```

Summary:
* lowest unoccupied orbital energy (alpha / beta): 6.53 / 6.53 eV
* total charge: -2
* electronic energy: -812.46419 a.u.


Density functional theory data (ωB97M-V/def2-TZVPD) for a cluster of 2 separate species, CS5 in total at a distorted geometry.

Geometry as XYZ:
```
6
Properties=species:S:1:pos:R:3:lowdin_charge:R:1
C 3.43109 -0.23867 0.18518 -1.3800
S 5.00712 -0.35564 0.16645 0.6934
S 1.85587 -0.33782 0.18183 0.6872
S -4.71798 -0.49654 0.49806 0.0980
S -2.65604 1.30098 -1.26712 0.0926
S -2.92008 0.12770 0.23560 -0.1913
```

Summary:
* lowest unoccupied orbital energy: -2.54 eV
* electronic energy: -2029.01140 a.u.


Density functional theory data (ωB97M-V/def2-TZVPD) for a structure of composition Ca2F2HO3PRb at a distorted geometry.

Geometry as XYZ:
```
10
Properties=species:S:1:pos:R:3:lowdin_charge:R:1
Rb -0.73691 -1.23045 2.71998 1.0773
Ca 2.13492 -0.21410 -1.61880 1.8077
Ca 1.11780 2.09604 0.94508 1.7870
O 1.59487 -0.14806 0.63366 -0.5533
H 2.05963 -0.90697 1.03687 0.0528
O -0.74025 1.23153 0.20259 -0.4201
P -1.15693 0.10523 -0.76355 0.5805
O -0.03456 -0.46694 -1.68448 -0.2056
F -2.38977 0.56037 -1.70142 0.0411
F -1.84880 -1.02666 0.23007 -0.1674
```

Summary:
* multiplicity: 2
* lowest unoccupied orbital energy (alpha / beta): -17.13 / -22.46 eV
* total charge: +4
* electronic energy: -2145.16449 a.u.


Density functional theory data (ωB97M-V/def2-TZVPD) for a structure of composition Ca3Hg3O16P4 at a distorted geometry.

Geometry as XYZ:
```
26
Properties=species:S:1:pos:R:3:lowdin_charge:R:1
Hg 1.04082 3.78065 0.50025 0.9338
Hg 0.69081 2.11461 -3.85863 0.5147
Hg -1.09398 -1.58322 -1.76422 1.2825
Ca -1.49177 -1.11822 1.42179 1.3933
Ca 3.48766 0.82646 -1.70416 1.3452
Ca 2.66041 0.29200 1.66397 1.5588
P -2.03119 -3.75734 0.74174 -0.1245
O -2.39261 -3.05875 2.05514 -0.4318
O -1.53938 -5.18289 0.60418 -0.2876
O -1.00216 -2.94264 0.02220 -0.5322
O -3.45098 -3.84805 0.09608 -0.1188
P 0.83393 0.72709 -0.48889 0.0298
O 1.21262 1.51810 -1.81664 -0.8656
O -0.49265 -0.08417 -0.31538 -0.5893
O 1.10916 1.64758 0.73234 -0.6912
O 2.06529 -0.24857 -0.44312 -0.6663
P 4.17071 2.87228 -0.02566 -0.1977
O 4.05685 1.39082 0.28081 -0.6861
O 5.60737 2.91821 0.46784 -0.3950
O 3.19303 3.69283 0.73840 -0.5024
O 4.10242 2.89273 -1.56761 -0.5176
P -4.20697 -0.54374 0.53286 -0.1254
O -4.94775 0.56397 -0.17811 -0.2340
O -3.57454 -0.13588 1.86655 -0.4245
O -2.98958 -0.94973 -0.32952 -0.5455
O -5.01756 -1.78412 0.76778 -0.1227
```

Summary:
* multiplicity: 2
* lowest unoccupied orbital energy (alpha / beta): -1.79 / -1.80 eV
* total charge: -1
* electronic energy: -5062.95428 a.u.


Which of these has the highest electronic energy? CO2


What did the fifth record say?
Density functional theory data (ωB97M-V/def2-TZVPD) for a cluster of 2 separate species, CO5S in total at a distorted geometry.

Geometry as XYZ:
```
7
Properties=species:S:1:pos:R:3:lowdin_charge:R:1
C -0.97966 0.62844 1.23604 -0.5992
O -1.46895 -0.28384 1.82999 0.0185
O 1.99929 -0.31639 -0.31139 -0.6064
O -0.72786 1.78618 1.32358 0.0236
O 0.18911 -1.87064 -1.13396 -0.6466
O 0.43245 0.42435 -2.15086 -0.6449
S 0.55562 -0.36809 -0.79340 0.4551
```

Summary:
* lowest unoccupied orbital energy (alpha / beta): 6.53 / 6.53 eV
* total charge: -2
* electronic energy: -812.46419 a.u.


Repeat the fourth record exactly.
Density functional theory data (ωB97M-V/def2-TZVPD) for a cluster of 2 separate species, CO4S in total at a distorted geometry.

Geometry as XYZ:
```
6
Properties=species:S:1:pos:R:3:lowdin_charge:R:1
C -0.99921 0.33607 0.09018 -0.5491
O 0.90126 -0.33340 -0.82734 -0.4099
O -0.68646 0.96205 1.00280 0.1867
O 1.06631 -1.59527 1.19365 -0.3767
O -1.54228 -0.32068 -0.66766 0.2121
S 1.72185 -0.76792 0.25526 0.9369
```

Summary:
* lowest unoccupied orbital energy: -1.55 eV
* electronic energy: -737.26364 a.u.